Density functional theory data (ωB97M-V/def2-TZVPD) for 2 unconnected molecules or ions with the total composition C42H36N2O2.

The HOMO energy is -6.7312 eV. Its SMILES is O=C1C(c2ccccc2)=CC(=Cc2ccccc2)C=C1c1ccccc1.COC(=C1N(C)c2ccccc2N1C)c1ccccc1. Its largest force on an atom is 4.95 eV Å⁻¹. The frontier orbital gap is 5.64 eV. As for the multiplicity: 1. Its calculated total energy is -51209.9852 eV. For the relative energy (zero: lowest compared OMol25 entry of this formula, charge and spin), the calculation gives 0.1377 eV.

Last column: Löwdin charge in e.
Positions of all 82 atoms, in Å:
C (-0.012, 5.905, 2.845)  -0.009
C (-2.619, 1.073, 4.027)  -0.090
C (-1.654, -4.925, -3.708)  -0.025
H (-0.444, 8.648, 0.837)  0.102
H (-2.212, -6.411, -5.145)  0.103
C (-0.332, 7.596, 1.105)  -0.093
C (-2.613, 1.150, 1.611)  -0.023
C (0.635, 1.750, 0.142)  -0.248
H (-1.336, -1.586, -4.298)  0.083
H (-0.147, 5.173, -1.978)  0.079
C (1.066, 0.549, -3.457)  -0.062
H (-1.281, 0.648, -0.577)  0.091
C (-1.791, -3.091, -5.779)  -0.093
H (-3.026, 1.404, 4.983)  0.104
H (2.579, -6.785, 3.786)  0.096
H (-1.848, -2.353, -6.583)  0.098
C (1.290, -6.761, 2.049)  -0.077
H (0.344, 3.596, 3.895)  0.081
C (0.022, 4.946, 1.828)  -0.152
C (0.100, 4.153, -1.684)  0.004
C (-1.488, -2.651, -4.480)  -0.034
H (3.016, 0.421, 0.715)  0.077
C (1.189, 1.502, -1.223)  -0.186
H (-3.936, 2.305, 2.834)  0.106
H (4.290, 1.269, -2.599)  0.105
H (-1.142, -0.241, 4.912)  0.111
H (1.203, -7.842, 1.968)  0.101
H (-0.294, -2.172, 1.662)  0.079
C (-0.983, -3.144, -2.046)  -0.062
C (-1.012, -0.050, 0.212)  0.025
C (-3.129, 1.572, 2.829)  -0.081
H (-0.358, 6.869, -0.951)  0.099
C (-0.998, -0.214, 2.765)  -0.047
H (-1.470, -1.090, -2.313)  0.104
C (-1.526, 0.252, 1.529)  -0.195
C (-1.988, -5.356, -4.987)  -0.079
N (0.100, 4.137, -0.246)  -0.009
C (3.207, 1.183, -2.530)  -0.075
H (2.283, -0.284, 2.183)  0.090
C (-1.080, -1.831, -1.617)  0.036
C (-0.786, -1.389, -0.275)  -0.148
N (0.331, 3.586, 1.862)  0.010
C (0.663, -4.566, 1.195)  -0.147
C (2.574, 1.663, -1.387)  -0.051
H (-2.307, -4.769, -7.046)  0.096
C (-0.115, 5.293, 0.501)  -0.153
C (-0.206, 7.241, 2.460)  -0.094
C (0.625, -5.971, 1.115)  -0.018
C (-0.456, -4.171, -1.100)  -0.254
O (-0.335, -5.372, -1.418)  0.014
C (2.352, 0.610, 1.556)  -0.022
H (2.706, 1.461, 2.151)  0.074
C (-1.561, 0.163, 3.985)  -0.086
C (-2.048, -4.441, -6.042)  -0.098
H (0.471, 0.096, -4.255)  0.099
C (-0.363, -2.410, 0.610)  0.022
H (3.133, 2.141, -0.580)  0.120
C (-0.043, -3.694, 0.240)  -0.064
H (0.155, 1.964, 3.175)  0.079
C (-0.282, 6.617, 0.103)  -0.013
H (-0.095, -0.833, 2.798)  0.098
C (0.342, 3.071, 0.581)  -0.097
C (2.463, 0.585, -3.551)  -0.076
C (2.040, -6.170, 3.072)  -0.097
H (1.083, 3.914, -2.109)  0.106
H (1.767, 2.785, 3.222)  0.089
H (-0.654, 1.231, -2.315)  0.104
H (0.081, -6.427, 0.295)  0.099
C (0.429, 1.097, -2.339)  -0.067
H (2.974, 0.160, -4.416)  0.105
H (-3.043, 1.520, 0.675)  0.121
H (-1.580, -5.669, -2.922)  0.097
H (0.114, 5.614, 3.889)  0.102
H (2.629, -4.290, 3.990)  0.100
O (1.005, 0.860, 1.103)  -0.199
H (1.441, -2.893, 2.367)  0.092
H (-0.656, 3.466, -2.070)  0.094
C (-1.366, -3.575, -3.408)  -0.147
C (1.391, -3.982, 2.266)  -0.036
C (2.078, -4.777, 3.183)  -0.093
C (0.678, 2.924, 3.103)  0.010
H (-0.231, 8.024, 3.216)  0.100